# 1
Computed, not measured: a 6-piece molecular cluster, C37H43FN6O5 overall at a distorted geometry, with ωB97M-V with the def2-TZVPD basis set.

Computed properties:
- Energy: -60960.248 eV
- ΔE to the lowest compared entry with this formula, charge and spin: 0.000 eV
- Gap between HOMO and LUMO: 9.8 eV

```
! wB97M-V def2-TZVPD RIJCOSX def2/J DEFGRID3
* xyz 0 1
C 1.734 -0.525 0.501
C 0.866 -1.471 0.767
C -0.221 -1.707 -0.198
O -0.111 -1.637 -1.399
O -1.433 -1.996 0.388
C -2.108 -0.753 0.667
C -3.456 -1.006 1.297
C -4.612 -1.101 0.276
C -5.806 -0.177 0.553
C -5.988 0.976 -0.441
C -5.344 2.288 -0.025
C -3.843 2.267 -0.133
O -3.355 2.726 -1.401
C -2.085 3.143 -1.115
O -1.068 2.892 -1.732
O -2.202 3.867 0.054
C -2.991 3.029 0.906
N -3.652 3.826 1.873
F -2.126 2.180 1.510
H 2.559 -0.405 1.175
H 1.558 0.112 -0.342
H 0.848 -2.045 1.672
H -2.202 -0.225 -0.277
H -1.497 -0.132 1.318
H -3.650 -0.161 1.947
H -3.398 -1.892 1.913
H -4.986 -2.115 0.343
H -4.233 -0.993 -0.732
H -6.703 -0.778 0.492
H -5.789 0.224 1.561
H -7.052 1.178 -0.498
H -5.702 0.687 -1.445
H -5.619 2.516 0.996
H -5.706 3.078 -0.673
H -3.547 1.223 -0.064
H -3.100 3.772 2.722
H -3.570 4.786 1.569
N 4.953 -1.030 -4.167
C 5.693 -2.112 -3.931
C 5.258 -3.194 -3.183
C 3.984 -3.149 -2.643
C 3.196 -2.032 -2.870
C 3.730 -1.008 -3.639
H 6.688 -2.105 -4.364
H 5.904 -4.047 -3.027
H 3.608 -3.974 -2.052
H 2.200 -1.954 -2.461
H 3.149 -0.117 -3.849
N 8.012 1.928 -4.848
C 7.488 0.732 -5.125
C 8.025 -0.133 -6.071
C 9.158 0.262 -6.762
C 9.711 1.501 -6.484
C 9.102 2.290 -5.521
H 6.599 0.462 -4.567
H 7.561 -1.090 -6.262
H 9.603 -0.385 -7.508
H 10.595 1.849 -7.001
H 9.503 3.266 -5.271
N 1.916 -0.468 3.883
C 2.896 0.301 4.358
C 3.668 -0.026 5.461
C 3.406 -1.219 6.116
C 2.389 -2.029 5.641
C 1.681 -1.610 4.525
H 3.064 1.228 3.820
H 4.451 0.637 5.798
H 3.983 -1.510 6.983
H 2.148 -2.967 6.124
H 0.879 -2.217 4.116
N -5.462 -0.615 -4.242
C -4.535 -1.282 -3.557
C -3.223 -0.852 -3.414
C -2.853 0.339 -4.018
C -3.804 1.046 -4.735
C -5.088 0.527 -4.815
H -4.866 -2.208 -3.099
H -2.512 -1.432 -2.839
H -1.840 0.711 -3.926
H -3.558 1.979 -5.222
H -5.863 1.051 -5.364
N -1.780 1.401 6.357
C -0.977 0.430 5.925
C -1.052 -0.883 6.367
C -2.012 -1.205 7.312
C -2.853 -0.207 7.775
C -2.696 1.073 7.266
H -0.241 0.722 5.185
H -0.382 -1.629 5.979
H -2.103 -2.219 7.683
H -3.615 -0.414 8.513
H -3.336 1.883 7.599
*
```

These are the Mulliken partial charges, in e, on atoms 1 to 5:
1 C -0.65
2 C -0.03
3 C 0.53
4 O -0.48
5 O -0.49



# 2
Computed, not measured: C29H43N7O2OsSSi as an isolated structure at a distorted geometry, with ωB97M-V with the def2-TZVPD basis set.

Computed properties:
- Energy: -66467.248 eV
- ΔE to the lowest compared entry with this formula, charge and spin: 0.000 eV
- Gap between HOMO and LUMO: 6.3 eV

```
! wB97M-V def2-TZVPD RIJCOSX def2/J DEFGRID3
* xyz 2 1
Os -0.380 0.720 0.925
C 2.994 0.411 -3.876
Si 3.153 -1.208 -2.956
C 4.481 -1.156 -1.650
C 3.354 -2.600 -4.176
C 1.505 -1.520 -2.036
C 0.814 -2.718 -2.145
C -0.382 -2.953 -1.448
C -0.862 -1.972 -0.617
N -0.192 -0.814 -0.484
C 0.929 -0.602 -1.158
S 1.457 0.971 -0.639
H 3.898 0.589 -4.461
H 2.863 1.264 -3.208
H 2.151 0.381 -4.569
H 5.472 -1.161 -2.106
H 4.410 -2.022 -0.991
H 4.400 -0.254 -1.039
H 4.233 -2.413 -4.795
H 2.495 -2.669 -4.845
H 3.499 -3.570 -3.699
H 1.205 -3.502 -2.780
H -0.913 -3.888 -1.545
H -1.773 -2.094 -0.046
C 3.483 0.381 3.714
C 2.994 0.196 2.276
C 2.556 -1.228 2.035
C 3.523 -2.201 1.814
C 3.182 -3.540 1.718
C 1.862 -3.929 1.869
C 0.858 -2.991 2.097
C -0.557 -3.474 2.303
C -0.737 -4.178 3.650
C 1.227 -1.645 2.150
N 0.224 -0.627 2.332
C -0.301 -0.441 3.510
C -1.055 0.738 3.691
C -1.749 1.310 4.748
C -2.172 2.579 4.316
C -1.730 2.733 3.019
N -1.048 1.620 2.614
H 3.860 1.391 3.864
H 4.290 -0.315 3.940
H 2.678 0.207 4.430
H 3.797 0.444 1.579
H 2.184 0.907 2.088
H 4.561 -1.900 1.742
H 3.950 -4.282 1.546
H 1.597 -4.978 1.814
H -0.807 -4.176 1.504
H -1.262 -2.641 2.236
H -0.032 -5.002 3.752
H -1.744 -4.582 3.745
H -0.565 -3.496 4.485
H -0.095 -1.140 4.315
H -1.927 0.854 5.709
H -2.709 3.317 4.887
H -1.831 3.600 2.385
N -2.350 0.497 0.312
C -3.089 1.791 0.248
C -4.274 1.784 -0.717
C -3.916 1.612 -2.210
C -4.232 2.853 -3.052
N -3.301 3.947 -2.793
C -2.102 4.099 -3.354
N -1.825 3.557 -4.546
N -1.182 4.808 -2.714
C -2.061 2.868 -0.086
O -2.383 4.044 -0.195
O -0.893 2.384 -0.273
H -2.334 0.061 -0.610
H -2.817 -0.147 0.947
H -3.463 2.011 1.249
H -4.805 2.724 -0.559
H -4.953 0.988 -0.407
H -4.485 0.782 -2.632
H -2.855 1.369 -2.341
H -5.229 3.223 -2.814
H -4.234 2.603 -4.111
H -3.375 4.345 -1.862
H -2.570 3.215 -5.127
H -0.968 3.799 -5.016
H -1.320 5.023 -1.733
H -0.298 5.031 -3.137
*
```

These are the Mulliken partial charges, in e, on atoms 1 to 5:
1 Os 1.24
2 C -1.07
3 Si 0.19
4 C -0.79
5 C -1.16



# 3
Computed, not measured: an isolated ion of composition C36H37F5N3O and charge +1 at a distorted geometry, with ωB97M-V with the def2-TZVPD basis set.

Computed properties:
- Energy: -58029.288 eV
- Gap between HOMO and LUMO: 5.6 eV

```
! wB97M-V def2-TZVPD RIJCOSX def2/J DEFGRID3
* xyz 1 1
C 2.846 -0.334 4.739
N 2.927 -0.136 3.310
C 3.223 -1.174 2.472
O 3.507 -2.319 2.820
C 3.202 -0.616 1.041
C 2.146 -1.283 0.171
C 2.379 -2.759 0.068
C 1.550 -3.673 0.718
F 0.505 -3.204 1.452
C 1.803 -5.042 0.699
F 1.005 -5.895 1.374
C 2.901 -5.526 -0.014
F 3.152 -6.848 -0.048
C 3.730 -4.637 -0.698
F 4.792 -5.101 -1.384
C 3.460 -3.273 -0.648
F 4.311 -2.411 -1.268
N 2.984 0.812 1.266
C 3.090 1.712 0.244
C 2.466 2.937 0.174
C 2.442 3.793 -1.107
C 2.285 5.307 -0.800
C 2.801 6.211 -1.728
C 2.950 7.563 -1.414
C 2.683 8.005 -0.117
C 2.132 7.120 0.806
C 1.832 5.798 0.434
C 2.712 1.158 2.666
C 1.263 1.608 2.897
C 3.685 2.224 3.193
H 2.883 -1.407 4.952
H 3.681 0.165 5.250
H 1.910 0.085 5.123
H 4.194 -0.783 0.585
H 1.150 -1.103 0.605
H 2.186 -0.830 -0.830
H 3.759 1.397 -0.565
H 2.180 3.410 1.107
H 3.500 3.699 -1.423
H 3.175 5.832 -2.685
H 3.303 8.253 -2.180
H 2.914 9.035 0.169
H 1.935 7.442 1.826
H 1.294 5.149 1.129
H 0.560 0.843 2.536
H 1.106 1.768 3.973
H 1.055 2.545 2.377
H 4.702 1.809 3.196
H 3.668 3.110 2.551
H 3.392 2.507 4.213
C -0.270 6.782 -5.258
C 1.026 6.167 -5.781
C 1.507 5.162 -4.734
N 0.424 5.043 -3.725
C 0.366 4.002 -2.861
C 1.672 3.304 -2.299
C 1.326 1.825 -2.173
C 0.196 1.712 -1.152
C -1.050 2.263 -1.757
C -0.886 3.260 -2.757
C -1.900 3.284 -3.747
C -3.132 2.689 -3.525
C -3.361 1.934 -2.363
C -2.291 1.706 -1.486
C -0.676 6.006 -4.000
H -0.140 7.840 -5.014
H -1.059 6.713 -6.011
H 0.867 5.634 -6.720
H 1.789 6.928 -5.951
H 1.737 4.179 -5.176
H 2.428 5.527 -4.265
H 2.375 3.373 -3.154
H 0.982 1.476 -3.153
H 2.196 1.224 -1.896
H 0.064 0.677 -0.806
H 0.404 2.330 -0.267
H -1.689 3.735 -4.721
H -3.911 2.783 -4.287
H -4.332 1.477 -2.173
H -2.402 1.053 -0.611
H -0.836 6.673 -3.143
H -1.641 5.518 -4.169
*
```

These are the Mulliken partial charges, in e, on atoms 1 to 5:
1 C -0.97
2 N 0.28
3 C 0.05
4 O -0.71
5 C 0.01



# 4
Computed, not measured: C32H44IInO48S10 as an isolated structure at a distorted geometry, with ωB97M-V with the def2-TZVPD basis set.

Computed properties:
- Energy: -253784.573 eV
- Gap between HOMO and LUMO: 2.3 eV

```
! wB97M-V def2-TZVPD RIJCOSX def2/J DEFGRID3
* xyz -2 1
In 0.505 0.614 0.138
C 1.955 -4.372 0.913
C 1.434 -3.097 1.054
C 0.475 -2.762 2.187
O 0.064 -1.527 2.404
C 0.181 -3.669 3.217
C 0.881 -4.980 3.219
C 1.667 -5.398 1.891
O 1.884 -6.595 1.774
O 0.956 -5.779 4.201
O 1.856 -2.237 0.191
H 2.747 -4.472 0.186
H -0.327 -3.378 4.125
C -2.402 -2.570 -3.010
C -1.854 -1.521 -2.316
C -2.476 -0.169 -2.248
O -1.890 0.934 -1.708
C -3.746 0.041 -2.774
C -4.537 -1.066 -3.368
C -3.670 -2.383 -3.805
O -4.124 -3.151 -4.671
O -5.742 -1.079 -3.476
O -0.764 -1.795 -1.706
H -1.951 -3.550 -3.058
H -4.139 1.047 -2.765
I 3.647 2.816 -0.600
C -2.906 6.096 -1.155
C -2.112 6.504 0.084
O -2.881 5.823 1.123
S -3.401 4.403 0.544
O -4.826 4.254 0.914
O -2.476 3.345 0.923
O -3.223 4.729 -1.043
H -2.344 6.244 -2.078
H -3.881 6.540 -1.355
H -2.027 7.588 0.008
H -1.082 6.152 0.149
C -1.498 5.024 -4.828
C -0.170 4.449 -5.259
O 0.592 4.147 -4.116
S -0.252 4.427 -2.706
O 0.120 5.811 -2.257
O -0.248 3.422 -1.681
O -1.659 4.279 -3.659
H -2.379 4.915 -5.460
H -1.353 6.062 -4.531
H 0.475 5.146 -5.794
H -0.294 3.593 -5.923
C -0.516 0.948 -5.146
C -0.235 -0.499 -5.555
O 0.869 -0.956 -4.693
S 1.524 0.321 -3.851
O 2.541 0.950 -4.645
O 1.815 -0.142 -2.463
O 0.074 1.075 -3.913
H -1.526 1.359 -5.117
H 0.043 1.491 -5.908
H 0.025 -0.549 -6.612
H -0.999 -1.232 -5.296
C 5.820 -0.680 -1.745
C 5.094 -1.861 -2.349
O 5.012 -2.780 -1.259
S 6.485 -2.870 -0.489
O 7.311 -3.827 -1.184
O 6.342 -2.991 0.936
O 6.838 -1.255 -0.938
H 5.320 -0.127 -0.949
H 6.204 -0.029 -2.530
H 5.709 -2.256 -3.157
H 4.085 -1.571 -2.643
C 0.780 5.197 5.211
C 0.018 5.423 3.876
O 0.932 5.333 2.858
S 1.956 4.091 3.092
O 3.317 4.375 2.603
O 1.336 2.800 2.777
O 1.893 4.326 4.787
H 0.207 4.630 5.944
H 1.103 6.085 5.754
H -0.349 6.449 3.901
H -0.866 4.787 3.911
C 1.386 -5.234 -3.651
C 1.999 -4.018 -3.067
O 2.619 -3.372 -4.122
S 2.971 -4.364 -5.345
O 4.149 -5.235 -4.977
O 3.016 -3.643 -6.620
O 1.613 -5.274 -5.093
H 0.308 -5.090 -3.573
H 1.562 -6.258 -3.321
H 2.720 -4.381 -2.333
H 1.295 -3.321 -2.612
C -1.860 -5.024 -0.616
C -2.491 -4.251 0.460
O -2.204 -5.015 1.640
S -2.427 -6.677 1.395
O -3.860 -6.983 1.515
O -1.462 -7.365 2.198
O -1.876 -6.350 -0.140
H -0.884 -4.584 -0.822
H -2.581 -5.022 -1.433
H -3.533 -3.931 0.440
H -1.859 -3.372 0.588
C 4.021 1.672 5.338
C 5.182 1.189 4.529
O 4.794 -0.035 4.010
S 3.139 -0.183 3.847
O 2.748 -1.421 4.590
O 2.693 -0.022 2.428
O 2.794 1.245 4.717
H 4.114 2.737 5.546
H 4.121 1.140 6.284
H 6.094 1.079 5.117
H 5.423 1.796 3.657
C -5.858 -0.266 0.244
C -5.588 0.983 1.084
O -4.793 0.654 2.201
S -3.667 -0.494 1.706
O -3.571 -1.560 2.710
O -2.379 0.193 1.318
O -4.643 -0.987 0.381
H -5.991 -0.087 -0.823
H -6.639 -0.870 0.705
H -6.399 1.552 1.538
H -5.135 1.753 0.459
C -0.133 1.102 6.340
C -0.710 -0.205 5.754
O -1.959 0.338 5.336
S -1.840 1.734 4.495
O -2.956 2.634 4.661
O -1.267 1.578 3.196
O -0.706 2.187 5.656
H 0.954 1.028 6.357
H -0.476 1.051 7.373
H -0.792 -0.855 6.625
H -0.146 -0.765 5.008
*
```

These are the Mulliken partial charges, in e, on atoms 1 to 5:
1 In -0.01
2 C -0.08
3 C 0.35
4 C 0.01
5 O -0.53



# 5
Computed, not measured: C37H39B2F4N6O6PTi as an isolated structure, with ωB97M-V with the def2-TZVPD basis set.

Computed properties:
- Energy: -104864.672 eV
- ΔE to the lowest compared entry with this formula, charge and spin: 0.217 eV
- Gap between HOMO and LUMO: 8.0 eV

```
! wB97M-V def2-TZVPD RIJCOSX def2/J DEFGRID3
* xyz 0 1
Ti 1.112 1.166 0.263
C 5.224 2.292 -1.004
C 3.840 2.250 -0.460
N 3.258 1.179 -0.082
O 3.955 0.015 -0.101
B 4.181 -0.481 1.294
F 4.845 0.510 2.019
F 4.876 -1.660 1.199
O 2.899 -0.814 2.024
N 2.035 0.204 2.135
C 1.402 0.321 3.236
C 1.627 -0.555 4.420
C 0.448 1.456 3.250
N 0.327 2.039 2.120
O -0.430 3.160 2.059
B 0.382 4.385 1.709
F 1.385 4.519 2.672
F -0.506 5.428 1.669
O 1.022 4.310 0.351
N 1.883 3.278 0.234
C 3.007 3.479 -0.341
C 3.463 4.792 -0.870
C -0.220 1.922 4.494
H 5.803 1.467 -0.602
H 5.713 3.236 -0.779
H 5.179 2.184 -2.092
H 2.553 -1.106 4.294
H 0.807 -1.272 4.524
H 1.672 0.039 5.333
H 2.760 5.567 -0.580
H 3.519 4.750 -1.961
H 4.454 5.041 -0.495
H -0.458 1.082 5.145
H -1.117 2.483 4.244
H 0.451 2.594 5.034
N 0.803 -0.544 -0.080
P 0.549 -2.088 -0.259
C 1.983 -3.136 -0.012
C 2.177 -3.856 1.161
C 3.333 -4.603 1.327
C 4.296 -4.619 0.331
C 4.112 -3.887 -0.835
C 2.957 -3.146 -1.010
C -0.058 -2.425 -1.926
C -0.338 -1.339 -2.751
C -0.839 -1.551 -4.029
C -1.057 -2.844 -4.480
C -0.753 -3.930 -3.667
C -0.245 -3.724 -2.395
C -0.737 -2.616 0.910
C -1.185 -3.933 0.994
C -2.198 -4.269 1.879
C -2.772 -3.295 2.686
C -2.327 -1.983 2.611
C -1.311 -1.646 1.727
H 1.436 -3.826 1.950
H 3.487 -5.157 2.243
H 5.205 -5.191 0.469
H 4.875 -3.883 -1.602
H 2.819 -2.564 -1.914
H -0.138 -0.335 -2.396
H -1.043 -0.704 -4.671
H -1.446 -3.012 -5.476
H -0.899 -4.938 -4.033
H 0.029 -4.575 -1.783
H -0.741 -4.705 0.380
H -2.539 -5.295 1.939
H -3.565 -3.561 3.372
H -2.772 -1.218 3.234
H -0.959 -0.624 1.653
C -7.045 2.328 -2.423
C -5.684 1.951 -1.913
C -4.765 2.923 -1.547
C -3.496 2.604 -1.080
C -2.552 3.710 -0.709
C -3.159 1.236 -0.980
C -1.861 0.815 -0.506
O -0.998 1.560 -0.057
C -4.079 0.227 -1.353
C -3.749 -1.243 -1.263
C -5.325 0.607 -1.811
H -7.210 3.402 -2.358
H -7.828 1.824 -1.854
H -7.158 2.029 -3.467
H -5.041 3.968 -1.630
H -2.996 4.674 -0.955
H -1.597 3.617 -1.226
H -2.314 3.695 0.356
H -1.632 -0.254 -0.568
H -2.918 -1.515 -1.917
H -4.612 -1.835 -1.565
H -3.480 -1.542 -0.246
H -6.040 -0.158 -2.094
O 1.636 1.792 -4.062
C 1.355 1.709 -2.910
N 1.055 1.639 -1.762
*
```

These are the Mulliken partial charges, in e, on atoms 1 to 5:
1 Ti -1.92
2 C -1.80
3 C 0.90
4 N 1.50
5 O -0.72



Question: The lowest energy belongs to which entry?
Answer: C32H44IInO48S10



Question: The lowest energy belongs to which entry?
Answer: C32H44IInO48S10



Question: The highest gap between HOMO and LUMO belongs to which entry?
Answer: C37H43FN6O5